(1)
Molecular formula: C23H67N5O9
Method: DFT, ωB97M-V with the def2-TZVPD basis set

The SMILES is COC[C@H](C)N.COC[C@H](C)N.COC[C@H](C)N.NC(N)=O.CCO.CCO.CCO.CCO.CCO. Its energy above the lowest of the compared OMol25 structures with the same formula, charge and spin is 2.518 eV. Its net charge is 0. As for the frontier orbital gap: 9.069 eV. The value obtained for the LUMO energy is 0.2 eV.

```
104
Properties=species:S:1:pos:R:3:forces:R:3
C 1.7388 3.4046 -1.3226 0.217 -1.605 0.492
O 2.3003 2.2377 -0.6969 0.964 -0.670 0.942
C 3.7041 2.3627 -0.3191 0.869 -0.765 -0.929
C 4.3140 1.2498 0.6186 -1.647 0.262 1.324
C 3.7319 1.3076 2.0209 -1.238 -0.243 -0.118
N 5.7526 1.3097 0.7701 1.185 0.868 -1.159
H 1.5285 4.0395 -0.4619 0.040 0.996 -0.797
H 0.8278 3.0547 -1.8082 -0.272 0.106 0.326
H 2.3685 3.7030 -2.1608 0.281 0.794 0.437
H 4.2412 2.2331 -1.2587 0.327 0.304 -0.122
H 3.9521 3.3489 0.0733 -0.350 0.222 0.182
H 3.9748 0.2972 0.2118 0.451 -0.143 -0.322
H 3.8797 2.2630 2.5245 0.187 0.088 -0.056
H 4.1415 0.5006 2.6284 0.053 0.058 0.068
H 2.6589 1.1284 1.9536 -0.265 0.068 0.262
H 6.1615 0.7015 1.4651 -0.668 -1.032 -0.197
H 6.0270 2.1728 1.2171 -0.254 0.798 -0.397
C 4.5457 -2.5676 1.0007 1.215 -0.607 -0.617
O 4.0236 -2.8252 -0.3102 1.447 -0.049 0.790
C 2.6956 -2.6044 -0.6068 -1.599 0.361 0.433
C 1.7526 -3.4293 0.2675 -0.198 -0.502 -0.515
C 2.1062 -4.9083 0.2015 0.442 -0.190 0.522
N 0.3357 -3.3163 -0.1723 0.925 0.116 -0.175
H 5.5045 -3.0860 0.9968 0.026 -0.376 -0.089
H 4.0407 -2.9667 1.8804 -0.707 0.164 -0.319
H 4.9099 -1.5541 1.1690 -0.830 0.543 -0.148
H 2.3956 -1.5683 -0.4504 0.122 0.501 -0.089
H 2.5459 -2.8119 -1.6664 0.124 -0.228 -0.065
H 1.8240 -2.9931 1.2639 0.195 -0.365 0.348
H 1.6309 -5.4715 1.0045 -0.424 -0.042 -0.138
H 3.1646 -5.1281 0.3418 0.175 0.353 -0.076
H 1.8258 -5.3076 -0.7732 -0.172 -0.010 0.062
H -0.1912 -3.6356 0.6280 -0.420 0.106 0.049
H 0.1496 -2.3301 -0.2857 -0.213 0.069 -0.002
C 1.0251 -0.1022 -3.6963 -0.049 -0.560 -0.068
O 1.2835 -0.1608 -5.1029 0.101 -0.726 -0.016
C 1.2117 -1.5160 -5.6160 -0.401 0.445 -0.448
C 1.0254 -1.5325 -7.1915 1.170 0.662 0.858
C 1.9977 -0.5848 -7.8712 -0.270 0.708 -1.110
N -0.3367 -1.1779 -7.6387 0.499 -0.633 0.742
H 1.5405 -0.8545 -3.0991 0.231 -0.500 -0.346
H -0.0369 -0.2641 -3.5117 -0.064 0.288 0.120
H 1.3822 0.8135 -3.2251 -0.244 0.387 -0.678
H 2.0605 -2.0991 -5.2588 0.548 0.148 -0.321
H 0.3717 -2.0388 -5.1588 -0.514 0.084 0.017
H 1.3054 -2.5052 -7.5958 -0.452 -0.396 0.420
H 1.7053 0.4439 -7.6606 0.437 0.103 0.365
H 1.8551 -0.6552 -8.9495 -0.323 -0.208 -0.155
H 3.0721 -0.7496 -7.7905 -0.106 -0.056 0.859
H -0.9146 -1.8949 -7.2238 -0.507 -0.332 -0.226
H -0.6073 -0.3699 -7.0964 0.009 0.602 -0.054
N -0.0135 -0.0015 3.8228 -0.008 3.960 -0.731
C 0.0605 -1.2505 4.1245 0.297 -3.116 -2.604
N -0.5081 -1.5472 5.2638 -1.385 -1.730 3.450
O 0.4289 -2.1699 3.3828 0.534 0.296 -0.282
H 0.1515 0.3524 2.8913 0.107 -0.238 0.391
H -0.6447 0.5294 4.4058 0.473 0.547 -0.524
H -0.6553 -0.9289 6.0488 0.010 -0.196 -0.342
H -0.7224 -2.5328 5.3164 0.156 0.255 0.626
C -6.2739 -0.4124 -0.0469 0.566 -0.159 -0.055
C -4.8288 -0.0238 0.3559 -2.070 0.858 -1.156
O -4.8076 0.5903 1.6133 0.573 -0.061 1.146
H -6.6538 -1.2205 0.5782 -0.045 -0.244 -0.433
H -6.2627 -0.5861 -1.1229 -0.054 -0.910 0.075
H -6.9991 0.3995 0.0085 0.281 0.473 0.551
H -4.6165 0.7357 -0.3965 0.934 -0.066 -0.213
H -4.1289 -0.8580 0.3065 -0.128 0.150 0.172
H -5.3408 1.3874 1.5695 -0.062 -0.043 -0.085
C -2.6734 -1.3339 -3.8797 0.698 0.347 -0.181
C -3.3839 -1.1144 -2.5360 0.360 -0.092 -1.299
O -4.2412 -2.1887 -2.1927 -0.305 0.228 0.153
H -3.2764 -1.7167 -4.7030 -0.235 -0.552 0.438
H -1.7561 -1.8958 -3.7034 -0.238 -0.683 -0.235
H -2.2618 -0.4339 -4.3367 -0.151 0.617 0.456
H -3.9939 -0.2159 -2.6297 -0.159 -0.107 0.384
H -2.5973 -0.9731 -1.7948 -0.115 0.231 0.296
H -3.7380 -2.9996 -2.0884 0.219 -0.002 -0.048
C -3.7624 0.5890 4.7884 0.744 -0.728 0.311
C -4.4326 1.8987 4.6226 -0.474 1.210 0.834
O -3.4341 2.9235 4.8354 0.022 -0.077 0.006
H -3.3684 0.5685 5.8045 0.171 0.208 0.176
H -2.8951 0.4609 4.1408 -0.330 -0.245 -0.356
H -4.4393 -0.2653 4.7964 -0.039 0.109 -0.663
H -5.1455 1.9458 5.4458 -0.310 0.293 0.055
H -4.9839 2.1641 3.7205 0.240 -0.675 -0.298
H -3.8518 3.7862 4.8912 -0.119 -0.002 -0.006
C -1.1959 1.2051 0.5915 -0.534 0.338 0.415
C -0.2202 0.0397 0.3611 -0.128 1.630 -0.453
O 0.4459 0.1818 -0.8681 -0.495 -0.601 -1.176
H -1.8718 1.3420 -0.2527 0.074 -0.315 -0.242
H -0.7851 2.1988 0.7702 0.790 -0.071 -0.199
H -1.8505 1.0950 1.4560 -0.046 -0.551 0.174
H -0.8161 -0.8689 0.2746 0.298 -0.068 0.551
H 0.6045 0.0275 1.0738 -0.518 -0.582 0.766
H 1.0717 0.9091 -0.8364 0.416 0.288 0.298
C 0.1934 4.7411 4.6547 0.944 0.968 -0.047
C -0.2422 3.7542 3.5563 -0.491 0.001 1.945
O -0.7305 2.6259 4.3343 0.708 0.037 -1.472
H 0.2754 5.7835 4.3466 -0.057 0.074 -0.350
H 1.1601 4.5191 5.1069 0.375 -0.418 -0.566
H -0.3817 4.7618 5.5804 -0.936 -0.329 -0.490
H 0.5383 3.4771 2.8477 0.398 -0.391 0.541
H -1.0079 4.1461 2.8868 -0.448 0.174 0.314
H -1.6407 2.8357 4.5556 -0.564 -0.003 0.117
```
Positions in Å, forces in eV/Å.

***

(2)
Molecular formula: C31H23N5O2ReSSe
Method: DFT, ωB97M-V with the def2-TZVPD basis set

Its energy above the lowest of the compared OMol25 structures with the same formula, charge and spin is 0.077 eV. As for the spin multiplicity: 4. Its net charge is +2. As for the frontier orbital gap (spin up / spin down): 7.293 / 6.746 eV. The value obtained for the LUMO energy (spin up / spin down) is -6.6 / -7.7 eV.

```
64
Properties=species:S:1:pos:R:3:forces:R:3
Re 1.3126 -1.0862 -0.9585 1.390 0.564 0.350
O 2.4289 -2.2724 2.6017 0.010 0.041 -0.059
S 1.3904 -2.1306 1.6452 -0.125 0.097 0.217
O 1.5599 -2.8129 0.3074 -0.628 -0.380 -0.193
N 1.2427 -0.6385 1.0312 -0.429 -0.590 -0.329
C 1.6469 0.6234 1.4280 0.179 0.668 0.305
C 1.8370 1.0931 2.7053 -0.030 -0.175 -0.239
C 2.2270 2.4294 2.9080 0.057 0.178 -0.001
C 2.4183 3.2849 1.8579 0.011 -0.021 0.109
C 2.2438 2.8289 0.5310 -0.038 -0.188 -0.019
C 2.4647 3.6317 -0.6055 -0.034 -0.085 -0.161
C 2.3203 3.0936 -1.8624 0.019 0.148 0.110
C 1.9599 1.7556 -1.9982 -0.170 -0.064 0.044
N 1.7222 0.9688 -0.9501 -0.314 0.076 -0.195
C 1.8594 1.4895 0.3205 0.108 0.087 0.360
C -0.1538 -2.6768 2.2652 0.171 0.136 0.000
C -0.8661 -3.6553 1.5868 0.015 -0.024 -0.120
C -2.0669 -4.0893 2.1262 -0.019 0.007 0.034
C -2.5337 -3.5447 3.3149 0.019 -0.005 -0.022
C -1.8036 -2.5678 3.9831 0.007 -0.003 -0.006
C -0.5986 -2.1308 3.4634 0.015 0.029 0.089
H 1.7040 0.4379 3.5557 -0.006 -0.026 -0.007
H 2.3763 2.7766 3.9209 0.001 0.018 0.000
H 2.7189 4.3103 2.0248 -0.005 0.010 0.012
H 2.7581 4.6658 -0.4759 0.001 0.014 -0.013
H 2.4938 3.6818 -2.7515 -0.007 0.009 -0.010
H 1.8585 1.2960 -2.9724 -0.045 0.007 0.005
H -0.4752 -4.0879 0.6764 -0.020 -0.003 0.003
H -2.6275 -4.8664 1.6258 -0.007 -0.005 -0.001
H -3.4671 -3.8947 3.7339 -0.009 -0.001 0.007
H -2.1652 -2.1615 4.9169 -0.006 0.007 0.012
H -0.0069 -1.3948 3.9925 -0.005 0.004 0.015
Se 2.2472 -1.6932 -3.1241 0.206 -0.126 -0.318
C 3.6945 -0.9622 -2.0962 0.020 -0.329 -0.140
C 3.8957 -1.4596 -0.8007 -0.153 0.059 -0.010
C 4.7887 -0.8096 0.0661 0.074 0.077 0.082
C 5.4906 0.2886 -0.3742 -0.029 0.002 0.030
C 5.3167 0.7502 -1.6858 -0.055 -0.031 -0.078
C 4.4175 0.1453 -2.5422 0.091 0.144 0.091
H 3.4899 -2.4175 -0.5096 0.183 -0.138 -0.105
H 4.9587 -1.2106 1.0575 -0.038 -0.004 -0.005
H 6.2034 0.7738 0.2782 0.007 0.018 -0.004
H 5.8944 1.5963 -2.0351 0.022 -0.003 -0.006
H 4.2717 0.5254 -3.5447 0.037 -0.041 -0.028
N -8.3378 3.3075 -0.5049 -0.029 0.023 0.020
C -7.3852 2.6999 -0.7042 -0.121 0.075 0.002
C -6.1946 1.9433 -0.9542 0.164 -0.109 -0.023
C -4.9529 2.5750 -0.9221 -0.047 -0.033 0.000
C -3.8033 1.8467 -1.1632 0.030 -0.066 -0.088
C -3.9001 0.4862 -1.4236 -0.260 0.182 0.040
C -5.1310 -0.1523 -1.4601 0.098 -0.025 0.065
C -6.2808 0.5804 -1.2288 -0.005 0.065 0.010
N -2.7088 -0.2730 -1.6564 0.246 -0.023 0.033
C -2.6052 -1.4270 -2.4039 0.078 -0.042 -0.117
C -1.3075 -1.8099 -2.3611 -0.061 0.033 -0.129
N -0.6109 -0.8925 -1.5918 -0.507 -0.157 0.312
C -1.4965 0.0133 -1.1759 -0.001 -0.032 0.050
H -4.8956 3.6358 -0.7243 -0.001 0.008 0.003
H -2.8468 2.3513 -1.1806 0.005 0.015 -0.011
H -5.2037 -1.2155 -1.6406 0.000 -0.018 -0.003
H -7.2472 0.0974 -1.2512 -0.007 -0.006 -0.001
H -3.4417 -1.8473 -2.9310 -0.013 -0.009 -0.011
H -0.8205 -2.6424 -2.8377 -0.020 -0.033 0.008
H -1.2779 0.8397 -0.5222 -0.021 -0.004 0.033
```
Positions in Å, forces in eV/Å.

***

(3)
Molecular formula: C18H29AlF7O2S3
Method: DFT, ωB97M-V with the def2-TZVPD basis set

Its net charge is -1. As for the frontier orbital gap: 6.912 eV. The value obtained for the LUMO energy is 1.9 eV.

```
60
Properties=species:S:1:pos:R:3:forces:R:3
C -1.5781 -8.8024 -1.4922 0.887 0.488 0.031
C -1.9201 -7.2287 -1.7986 1.500 1.218 1.181
S -3.6467 -6.8996 -2.4457 0.144 0.178 -0.337
C -3.7875 -5.0992 -3.0685 0.676 0.244 -1.554
Al -3.0158 -3.7189 -1.7617 0.896 -0.922 1.260
F -1.2131 -4.1867 -1.2551 -2.520 0.717 -0.897
C -4.0737 -3.5351 0.0073 0.075 0.391 1.181
C -3.0560 -3.9401 1.2454 0.233 0.692 -0.555
C -3.5673 -3.4475 2.7242 1.017 -1.409 -0.776
F -2.4593 -2.6319 3.3481 -2.437 -1.283 -1.019
C -2.9157 -1.8357 -2.6688 1.737 0.563 -0.697
F -3.5726 -0.7768 -1.8397 1.508 -1.789 -2.342
F -3.4692 -1.8497 -4.0452 0.818 0.675 2.615
C -1.2855 -1.5108 -2.8388 2.919 1.696 0.429
C -0.4263 -1.8331 -4.1979 1.639 1.627 3.622
C 1.2012 -1.4999 -4.2072 -2.771 0.520 3.672
C 1.9187 -0.8700 -2.8368 -2.818 -0.549 -0.318
C 1.0727 -0.5100 -1.4595 -2.126 -1.839 -3.513
C 1.7253 0.1187 -0.0869 -0.784 -1.037 -0.108
F 0.8903 1.2746 0.3218 2.979 -3.232 -0.793
F 1.6209 -0.8929 1.0025 0.606 3.524 -3.043
F 3.1507 0.5000 -0.2176 -4.570 -0.901 0.680
C -0.5598 -0.8548 -1.4828 2.359 -0.538 -2.597
H -2.4947 -9.5294 -1.5271 1.774 1.465 -0.010
H -1.0721 -8.8297 -0.4150 -1.227 -0.128 -2.310
H -0.7271 -9.1164 -2.2611 -2.057 0.330 1.599
H -1.0883 -6.7831 -2.5185 -1.903 -0.903 1.470
H -1.8185 -6.6284 -0.7746 -0.088 -1.237 -2.326
H -4.9242 -4.8900 -3.3618 2.427 -0.772 0.737
H -3.1409 -5.0217 -4.0685 -1.531 -0.287 1.826
H -4.3957 -2.4036 0.1538 0.474 -2.232 -0.246
H -5.0321 -4.2141 0.0180 1.706 1.297 0.131
H -2.8724 -5.0968 1.1596 -0.316 2.195 0.569
H -2.0000 -3.4164 1.0688 -2.285 -1.175 0.405
H -3.6641 -4.4183 3.3902 -0.021 2.308 -0.992
H -4.5652 -2.8455 2.6072 2.192 -0.853 0.616
H -1.0083 -2.3073 -5.1167 1.532 1.191 2.184
H 1.8194 -1.7535 -5.1820 -1.296 0.692 2.437
H 3.0927 -0.6816 -2.9012 -2.919 -0.380 0.311
H -1.2058 -0.6389 -0.5028 1.549 -0.571 -2.526
C 2.3207 4.0700 0.9689 0.074 0.011 0.037
S 1.8087 5.5876 0.1283 0.156 0.003 0.149
O 3.0302 6.4401 -0.0469 -0.280 -0.176 0.230
C 0.8690 6.2626 1.5191 0.064 0.048 0.096
H 2.9598 3.4969 0.2925 -0.156 0.132 0.016
H 2.8803 4.3144 1.8749 -0.051 0.115 -0.082
H 1.4385 3.4770 1.2209 0.086 0.094 -0.102
H 1.5185 6.3714 2.3915 0.003 0.038 -0.105
H 0.0344 5.5970 1.7531 0.085 0.009 -0.107
H 0.4801 7.2425 1.2327 0.111 -0.141 -0.047
C 5.0249 8.9816 5.0440 0.001 -0.052 0.159
S 3.8528 9.2256 3.6880 -0.214 -0.369 -0.012
O 2.5901 8.5006 4.0476 0.607 0.197 -0.108
C 4.7426 8.2060 2.4873 -0.046 -0.011 -0.032
H 4.6498 9.5064 5.9262 -0.030 -0.043 -0.186
H 5.1199 7.9169 5.2697 -0.077 0.062 -0.085
H 5.9971 9.3945 4.7648 -0.104 0.000 -0.040
H 4.8552 7.1888 2.8712 -0.088 0.115 0.015
H 5.7244 8.6445 2.2925 -0.090 0.041 0.069
H 4.1675 8.1810 1.5589 -0.028 -0.046 0.138
```
Positions in Å, forces in eV/Å.